34
Properties=species:S:1:pos:R:3:forces:R:3 method="wB97M-V/def2-TZVPD" homo_energy_ha=-0.4483 largest_force_ev_per_a=3.1 total_charge=+1 spin_multiplicity=1 homo_lumo_gap_ev=8.018
Be 0.6898 1.1435 -0.7348 1.795 -0.206 -2.540
C -2.4445 -0.0652 -1.7426 -0.780 0.809 0.344
C -1.3565 -0.0722 -0.6739 0.209 -1.307 -0.327
C -0.9547 1.1102 -0.0417 -0.087 -0.105 2.168
C -1.8003 2.3616 -0.0890 0.240 1.079 0.645
C 0.2074 1.0594 0.8832 -0.622 -1.884 1.995
C 0.5904 2.2466 1.7118 0.047 1.393 -0.237
C 0.9062 -0.1893 1.1274 -0.535 -0.313 0.033
C 2.1578 -0.3310 2.0541 -0.222 -0.286 -1.043
C 0.3786 -1.3851 0.5363 -0.002 0.089 -0.518
C 0.9488 -2.7734 0.7570 0.817 0.274 0.737
C -0.7018 -1.3223 -0.3606 -0.474 0.305 -0.119
C -1.2387 -2.6161 -0.9872 -0.335 0.546 -0.279
H -2.0721 -0.5984 -2.6242 -0.234 0.288 0.077
H -2.6737 0.9929 -1.9837 0.191 -0.778 -0.215
H -3.4573 -0.5004 -1.4655 1.435 0.246 0.060
H -2.7797 2.2124 0.3771 0.094 -0.403 -0.147
H -1.9782 2.7071 -1.1002 0.045 0.149 -0.139
H -1.3724 3.2080 0.5060 -0.129 -0.798 -0.837
H 1.2070 2.9867 1.1241 -0.789 -0.450 0.707
H 1.1434 2.0113 2.6124 0.242 -0.399 -0.132
H -0.3309 2.6986 2.1000 0.359 0.256 -0.293
H 1.9237 -0.7118 3.0772 -0.149 0.366 -0.821
H 2.6550 0.6383 2.1322 0.057 -0.293 0.097
H 2.8706 -1.0729 1.5869 -0.747 0.929 0.494
H 1.5745 -3.0935 -0.0824 -0.086 0.198 -0.108
H 0.1518 -3.5033 0.8255 -0.060 -0.032 0.151
H 1.5919 -2.8805 1.6526 -0.525 0.270 -0.428
H -1.5757 -3.3295 -0.2106 0.400 0.331 -0.366
H -0.4747 -3.0939 -1.6469 -0.600 0.262 0.566
H -2.1453 -2.3837 -1.5788 0.726 -0.333 0.235
S 3.9896 1.4516 -3.4338 -1.674 0.336 0.934
C 2.6718 1.5525 -2.5342 -0.918 -0.564 1.299
N 1.6981 1.5416 -1.7736 2.312 0.025 -1.996

51
Properties=species:S:1:pos:R:3:forces:R:3 method="wB97M-V/def2-TZVPD" homo_energy_ha="-0.1260 / -0.1257" largest_force_ev_per_a=1.1 total_charge=-1 spin_multiplicity=2 homo_lumo_gap_ev="5.551 / 5.555"
Ru -0.3792 0.0835 0.4220 0.576 0.960 0.056
O 1.3384 0.8895 1.1640 -0.133 0.203 0.084
C 1.9040 0.6007 2.2748 0.001 0.160 -0.088
C 3.2683 0.9920 2.4530 -0.054 -0.001 -0.012
C 3.9089 0.8259 3.6443 -0.025 -0.019 0.163
C 3.2477 0.2703 4.7659 0.126 0.084 -0.073
C 1.9644 -0.1656 4.6102 -0.081 -0.078 -0.137
C 1.2837 -0.0654 3.3720 0.020 -0.065 0.130
C -0.0079 -0.6601 3.2809 -0.061 0.078 0.125
N -0.7204 -0.7789 2.2187 0.023 -1.027 -0.162
C -2.0748 -1.3354 2.3116 0.188 0.342 0.111
C -2.4606 -1.9081 0.9654 -0.003 0.168 0.126
N -2.1281 -0.9946 -0.1305 0.235 -0.049 0.467
C -3.0958 -0.6007 -0.8667 -0.468 0.040 -0.184
C -2.9853 -0.1069 -2.2157 0.506 0.234 0.135
C -3.9952 0.5357 -2.8559 -0.139 0.149 0.145
C -3.8791 0.9722 -4.2080 -0.019 0.180 -0.417
C -2.6972 0.8892 -4.8787 -0.341 0.156 0.153
C -1.5048 0.4478 -4.1891 -0.030 -0.344 -0.269
C -1.8286 -0.4894 -3.0710 0.007 -0.157 -0.077
O -1.2207 -1.5240 -2.9218 0.029 -0.146 0.194
H 3.7634 1.4309 1.5968 -0.016 0.005 -0.002
H 4.9457 1.1301 3.7347 -0.015 0.035 0.018
H 3.7503 0.1930 5.7205 0.020 -0.035 -0.014
H 1.4374 -0.6166 5.4455 0.005 -0.014 -0.014
H -0.4189 -1.0660 4.2090 0.000 0.036 0.026
H -2.7527 -0.5151 2.5583 0.027 0.046 0.028
H -2.1293 -2.0959 3.0949 -0.017 -0.039 0.000
H -3.5252 -2.1612 0.9561 -0.015 -0.009 -0.008
H -1.8904 -2.8247 0.7977 -0.017 -0.017 -0.142
H -4.1078 -0.6504 -0.4444 -0.102 -0.398 -0.264
H -4.9237 0.7096 -2.3187 -0.025 0.034 -0.042
H -4.7501 1.3853 -4.7019 -0.022 -0.008 0.037
H -2.6139 1.2368 -5.9008 -0.047 0.063 0.018
H -0.7825 -0.0412 -4.8380 0.185 0.135 0.055
O -1.8487 3.6009 -4.2821 0.066 -0.023 0.046
C -1.5314 2.8820 -3.1535 0.025 0.364 0.102
C -2.0040 3.1600 -1.9132 0.017 0.091 -0.251
C -1.5783 2.3657 -0.8328 0.015 -0.153 0.041
N -0.6114 1.4720 -1.0246 -0.406 -0.442 -0.645
C -0.0642 1.2333 -2.1912 0.279 0.425 0.174
C -0.6421 1.7493 -3.4370 0.176 0.082 0.352
C 0.9934 0.2064 -2.1173 0.164 -0.334 0.126
O 1.8097 0.0672 -3.0168 -0.047 -0.169 0.079
O 0.9388 -0.4992 -1.0114 0.147 -0.511 -0.384
C -2.0751 2.4142 0.5380 -0.204 0.086 0.259
O -2.7723 3.3341 0.9494 -0.116 -0.224 0.111
O -1.7176 1.3691 1.2578 -0.244 0.336 0.209
H -2.4763 4.2901 -4.0398 -0.016 -0.003 0.025
H -2.6978 3.9688 -1.7108 0.018 0.013 -0.071
H 0.1409 2.0143 -4.1455 -0.196 -0.241 -0.336

53
Properties=species:S:1:pos:R:3:forces:R:3 method="wB97M-V/def2-TZVPD" homo_energy_ha="-0.2928 / -0.3035" largest_force_ev_per_a=1.2 total_charge=0 spin_multiplicity=2 homo_lumo_gap_ev="7.939 / 8.215"
Cu -0.9965 -0.4571 -0.2180 -0.405 0.486 -0.552
C 1.7100 3.9225 1.1434 0.537 0.285 0.207
N 0.5982 3.1623 0.6458 -0.295 -0.481 0.015
C -0.3641 3.6188 -0.2017 -0.331 0.025 -0.281
C -1.1944 2.5655 -0.4555 -0.074 0.527 -0.118
N -0.7561 1.4835 0.2284 0.509 -0.023 0.109
C 0.3326 1.8505 0.8800 0.202 0.240 0.562
P 1.2462 0.8587 2.1203 -0.270 -0.088 -0.214
C -0.1715 -0.1651 2.6279 0.034 0.147 -0.142
N -1.0358 -0.7708 1.8304 0.210 0.372 -0.212
C -1.9151 -1.4283 2.6135 -0.071 -0.042 0.289
C -1.5830 -1.2128 3.9240 -0.298 -0.235 -0.045
N -0.4820 -0.4142 3.9203 -0.082 -0.083 -0.311
C 0.2318 0.0920 5.0600 0.348 0.229 0.440
C 1.9935 -0.3839 1.0360 0.051 -0.044 0.267
N 1.3955 -1.5098 0.7221 -0.140 0.241 0.121
C 2.2533 -2.1833 -0.0695 0.499 -0.090 -0.187
C 3.4065 -1.4588 -0.2206 -0.035 -0.413 -0.161
N 3.2426 -0.3150 0.4996 -0.386 -0.146 0.075
C 4.1991 0.7419 0.6543 0.259 0.443 0.053
H 1.4677 4.9838 1.1042 -0.002 -0.084 0.007
H 2.6072 3.7445 0.5447 -0.088 0.049 0.028
H 1.9216 3.6459 2.1770 -0.033 0.039 -0.078
H -0.3782 4.6320 -0.5500 -0.005 0.156 -0.057
H -2.0793 2.5259 -1.0595 -0.079 0.012 -0.136
H -2.7163 -2.0022 2.1905 -0.157 -0.100 -0.037
H -2.0473 -1.5503 4.8281 -0.007 -0.051 0.195
H -0.2489 -0.2517 5.9731 -0.012 -0.001 -0.062
H 0.2322 1.1845 5.0450 0.009 -0.125 0.082
H 1.2652 -0.2622 5.0491 -0.112 0.034 0.057
H 1.9903 -3.1379 -0.4792 -0.017 -0.167 -0.161
H 4.3060 -1.6556 -0.7679 0.187 -0.024 -0.104
H 5.1709 0.3873 0.3141 -0.045 0.077 0.044
H 4.2742 1.0312 1.7063 0.030 -0.031 -0.116
H 3.9159 1.6182 0.0648 0.071 -0.063 0.000
Cl -3.9034 0.4424 -1.4122 -0.287 0.202 0.364
C -2.6656 0.3002 -2.5990 0.577 -0.048 -0.382
C -1.3617 0.0487 -2.1865 -0.149 -0.231 0.284
C -0.3929 -0.0118 -3.1757 -0.620 0.104 0.018
Cl 1.2434 -0.2458 -2.6942 0.524 -0.101 0.248
C -0.6879 0.1161 -4.5308 -0.081 0.024 0.192
Cl 0.5530 -0.0039 -5.7106 0.105 -0.014 -0.188
C -2.0059 0.3516 -4.9148 0.047 -0.018 0.175
Cl -2.4040 0.4989 -6.5770 -0.032 0.042 -0.173
C -2.9972 0.4729 -3.9424 0.136 -0.056 0.042
Cl -4.6055 0.8437 -4.4069 -0.238 0.008 -0.093
Cl -3.1328 -5.2288 -1.7815 -0.081 -0.068 0.024
C -1.7252 -4.1808 -1.7817 -0.075 0.245 -0.084
Cl -1.3207 -3.7205 -3.4509 0.008 0.013 -0.201
Cl -0.3498 -5.0227 -1.0705 0.175 -0.306 0.125
C -1.9917 -2.8232 -1.0330 -0.289 -1.087 -0.489
O -3.1335 -2.4557 -0.8887 -0.517 0.204 0.279
O -0.9119 -2.2698 -0.7272 0.793 0.011 0.284

The evaluated molar mass for the records listed, in turn: 229.4; 548.5; 749.5 g mol⁻¹.